C24H36CrN2Si | ωB97M-V with the def2-TZVPD basis set

* HOMO (spin up / spin down): -0.1520 / -0.2330 Eh
* 2S+1: 5
* expectation value of S²: 6.071
* molecular weight: 432.65 u
* calculated total energy: -64744.581 eV
* charge: 0
* relative energy (zero: lowest compared OMol25 entry of this formula, charge and spin): 138.6 kJ/mol
* orbital gap (spin up / spin down): 3.792 / 6.060 eV
* F_max: 3.42 eV/A

Atoms and positions in Å:
Cr  0.923  0.012  1.509
Si  -1.034  -0.615  -3.050
N  2.912  0.422  2.376
N  0.861  2.236  1.465
C  2.979  0.522  3.863
C  -3.297  0.706  -1.868
C  -1.825  -5.178  -3.818
C  0.950  -1.951  2.662
C  1.359  -0.350  -0.264
C  0.084  -2.239  1.560
C  -2.539  3.266  -2.707
C  2.152  2.741  2.069
C  -4.087  1.820  -1.553
C  -1.732  2.167  -3.025
C  -1.082  -1.433  1.662
C  -3.728  3.098  -1.990
C  -0.581  -4.746  -3.346
C  -0.352  -3.385  -3.114
C  -0.268  2.562  2.356
C  3.928  -0.575  1.984
C  -2.663  -2.891  -3.773
C  -2.858  -4.256  -4.006
C  0.652  2.863  0.135
C  -0.982  -0.658  2.867
C  -2.142  0.865  -2.645
C  3.281  1.758  1.807
C  0.267  -1.000  3.513
C  -1.419  -2.475  -3.281
H  2.976  -0.483  4.305
H  -1.794  -0.087  3.315
H  3.962  -0.708  0.898
H  -4.363  3.954  -1.749
H  -1.182  2.113  1.946
H  1.663  -1.360  -0.550
H  1.864  -2.495  2.896
H  -0.268  2.482  -0.333
H  4.905  -0.212  2.337
H  0.260  -3.014  0.820
H  2.157  1.116  4.286
H  0.647  -3.036  -2.834
H  -0.077  2.160  3.365
H  0.226  -5.460  -3.203
H  -3.558  -0.287  -1.495
H  2.398  3.693  1.577
H  0.314  -0.212  -0.615
H  -2.243  4.266  -3.025
H  0.531  -0.767  4.547
H  4.203  2.110  2.302
H  -1.369  -0.438  -4.457
H  3.939  1.005  4.117
H  0.560  3.941  0.338
H  3.712  -1.533  2.472
H  -0.916  -0.873  -1.555
H  1.502  2.677  -0.544
H  -1.960  -1.480  1.021
H  -1.979  -6.229  -4.065
H  -0.357  3.658  2.396
H  -4.978  1.685  -0.945
H  -0.806  2.316  -3.594
H  3.488  1.662  0.730
H  -3.815  -4.581  -4.389
H  2.009  0.331  -0.825
H  -3.428  -2.150  -4.017
H  2.017  2.947  3.145

Atomic forces in eV per Å
-0.33 -0.30 3.39
0.10 -0.44 0.41
-0.09 0.31 -0.26
0.67 -0.86 0.24
0.12 0.06 -0.01
0.05 0.98 -0.05
-0.02 0.18 0.22
-1.23 0.27 0.22
0.84 -0.06 -2.27
0.03 0.34 0.42
0.16 -0.08 -0.03
-0.40 0.15 -0.63
0.12 -0.16 0.02
-0.98 -0.21 0.21
0.51 0.23 0.55
0.09 -0.24 0.14
0.03 0.32 -0.27
-1.19 -0.46 0.00
-0.03 0.27 -0.07
0.30 0.03 -0.03
0.87 -0.95 0.24
0.05 0.26 -0.22
-0.05 0.10 0.15
1.09 -1.01 0.32
0.03 0.37 0.34
-0.08 -0.23 0.27
-0.95 -0.41 -0.56
0.24 0.47 -0.10
-0.16 0.36 -0.19
0.42 0.07 -0.27
-0.14 0.07 0.24
0.23 -0.24 -0.10
0.19 0.27 0.18
-0.15 0.02 0.06
-0.28 0.27 -0.09
0.30 0.09 0.13
-0.02 -0.21 -0.12
0.03 0.45 -0.08
0.28 -0.30 -0.25
-0.35 -0.03 0.10
-0.14 0.16 -0.44
-0.06 -0.02 -0.10
-0.04 0.22 -0.12
-0.01 -0.09 0.27
0.37 -0.13 -0.34
-0.04 -0.13 0.06
0.03 0.21 -0.57
-0.16 -0.04 -0.21
0.45 0.60 -1.75
-0.25 -0.14 0.09
-0.07 -0.10 -0.46
0.07 0.31 -0.25
0.40 -0.16 0.73
-0.38 -0.02 0.42
0.45 0.17 -0.07
-0.01 0.22 0.16
-0.26 -0.15 0.19
-0.02 0.07 -0.11
-0.35 -0.14 0.13
-0.23 -0.11 0.38
-0.09 -0.21 -0.06
-0.01 0.19 0.14
0.09 -0.26 0.17
0.01 -0.21 -0.51

Population analysis type Löwdin, resulting atomic charges in e: 0.6721 0.5044 -0.3101 -0.3196 -0.0693 -0.1302 -0.1241 -0.1784 -0.2472 -0.1289 -0.1283 -0.1524 -0.1200 -0.1420 -0.1087 -0.1298 -0.1217 -0.1376 -0.0774 -0.0646 -0.1241 -0.1156 -0.0475 -0.1400 -0.3779 -0.1668 -0.1753 -0.3665 0.0972 0.1133 0.1000 0.0895 0.1004 0.0311 0.1066 0.1010 0.1017 0.1273 0.0864 0.0792 0.0916 0.0857 0.0898 0.1308 -0.0450 0.0882 0.1071 0.1319 -0.0562 0.1028 0.0981 0.0831 -0.0536 0.1017 0.1165 0.0889 0.1025 0.0871 0.0872 0.1311 0.0861 0.0224 0.0941 0.1216

=====

C24H36FMnO18 | ωB97M-V with the def2-TZVPD basis set

* HOMO (spin up / spin down): -0.4427 / -0.4427 Eh
* 2S+1: 6
* expectation value of S²: 8.935
* molecular weight: 686.47 u
* calculated total energy: -96352.668 eV
* charge: +1
* relative energy (zero: lowest compared OMol25 entry of this formula, charge and spin): 77.7 kJ/mol
* orbital gap (spin up / spin down): 4.086 / 4.556 eV
* F_max: 5.24 eV/A

Atoms and positions in Å:
Mn  11.999  -9.840  20.427
F  13.208  -7.812  18.956
O  12.112  -11.959  17.504
O  17.190  -11.910  22.336
O  12.002  -5.600  13.255
O  13.701  -12.890  16.196
O  7.725  -2.496  25.388
O  7.141  -3.700  23.492
O  13.076  -7.208  12.469
O  17.303  -4.409  17.388
O  7.195  -6.822  18.395
O  11.751  -5.925  11.063
O  8.959  -8.008  19.143
O  12.353  -14.210  17.337
O  17.521  -12.435  20.218
O  9.172  -2.792  23.615
O  8.690  -7.480  16.988
O  18.613  -5.782  18.458
O  19.568  -4.445  16.893
O  15.511  -11.482  20.765
C  10.370  -4.168  22.184
C  13.084  -7.504  13.883
C  18.578  -4.851  17.486
C  7.763  -4.197  22.358
C  14.455  -8.048  14.287
C  13.246  -15.121  16.643
C  17.314  -6.160  18.779
C  16.653  -11.837  21.070
C  14.113  -14.216  15.788
C  12.785  -6.118  14.359
C  15.610  -14.436  15.950
C  19.870  -12.047  20.369
C  18.442  -12.524  22.368
C  6.614  -6.478  17.158
C  5.995  -5.059  17.212
C  7.706  -6.763  16.242
C  18.698  -12.873  20.925
C  17.173  -6.341  20.249
C  16.407  -5.084  18.206
C  9.062  -3.405  22.327
C  8.329  -7.440  18.272
C  12.658  -12.964  17.004
C  7.979  -2.940  24.238
C  12.267  -6.225  12.147
H  10.616  -4.816  23.025
H  18.431  -13.450  22.943
H  16.112  -4.344  18.950
H  20.018  -12.196  19.299
H  9.001  -2.547  21.658
H  12.715  -15.778  15.955
H  17.750  -7.164  20.671
H  5.241  -4.940  17.989
H  20.809  -12.226  20.893
H  15.953  -14.382  16.984
H  10.467  -4.774  21.283
H  13.566  -5.368  14.482
H  17.669  -5.502  20.736
H  16.161  -6.397  20.651
H  5.869  -7.267  17.055
H  19.215  -11.805  22.641
H  8.242  -5.890  15.869
H  13.839  -14.352  14.742
H  7.974  -5.243  22.580
H  14.438  -8.348  15.335
H  13.856  -15.628  17.391
H  16.988  -7.076  18.286
H  12.370  -6.152  15.366
H  15.528  -5.504  17.718
H  5.541  -4.920  16.231
H  16.174  -13.594  15.550
H  7.395  -7.371  15.393
H  19.648  -10.985  20.470
H  14.739  -8.920  13.698
H  15.269  -7.332  14.173
H  18.962  -13.929  20.863
H  12.287  -8.216  14.100
H  16.014  -15.314  15.448
H  7.167  -4.083  21.453
H  6.710  -4.248  17.350
H  11.184  -3.456  22.326

Atomic forces in eV per Å
1.24 1.85 -2.32
-1.14 -1.96 1.56
1.07 -2.30 -0.98
-2.35 1.33 -0.39
-1.73 2.08 3.01
0.22 -0.04 -0.40
0.82 -1.78 -4.86
-1.17 1.17 1.43
1.38 -2.79 -1.73
0.74 1.15 -2.57
-0.38 0.79 2.78
2.02 -1.17 2.77
-0.35 0.68 -0.14
-0.16 -0.55 -0.51
-0.78 -0.12 0.21
-1.46 -0.15 0.71
0.08 -0.35 0.04
0.82 -0.37 -0.39
-2.96 -0.92 1.32
2.89 -0.26 1.03
0.47 0.01 0.13
1.77 0.77 -0.83
2.13 1.12 -0.73
1.29 -0.58 -0.14
-0.15 -0.17 -0.01
0.14 0.21 0.03
-2.10 -1.27 0.68
-1.06 -1.43 0.10
0.60 -0.20 -0.36
-0.15 0.81 0.48
0.58 1.19 0.19
-0.28 0.10 -0.29
0.65 -0.27 -0.65
-2.06 0.59 1.29
0.28 -0.78 -0.61
2.03 0.38 -2.66
1.95 1.01 -0.88
0.85 0.32 1.60
0.44 0.33 1.37
1.41 0.21 -0.27
1.45 -1.79 0.06
-0.70 2.72 2.02
-0.45 1.42 4.53
-2.01 0.56 -2.84
-0.89 -0.34 0.24
-0.13 0.47 0.54
-0.38 -0.19 0.24
0.03 -0.31 0.06
0.06 -0.29 -0.51
-0.34 -0.23 0.73
-0.15 -0.45 -0.43
-0.03 -0.39 -0.12
-0.07 -0.25 0.03
-0.41 -0.55 0.29
0.02 0.36 -0.19
0.84 -0.65 -0.32
-0.25 0.44 0.01
-0.11 -0.05 -0.45
-0.62 0.44 -0.33
-0.23 -0.15 0.76
-0.32 0.25 -0.16
0.04 0.34 -0.05
-0.05 -0.26 -0.48
-0.11 -0.04 0.07
-0.37 -0.26 -0.05
0.71 -0.38 -0.29
-1.25 0.28 -0.39
0.21 0.24 -0.36
-0.24 0.23 0.06
-0.26 0.13 -0.56
0.12 0.05 0.02
-0.11 0.10 0.20
-0.26 -0.05 -0.02
-0.27 0.27 -0.13
-0.84 -0.12 -0.73
-0.10 0.08 0.00
-0.43 -0.16 0.15
-0.11 0.01 0.22
0.37 -0.31 -0.03
0.06 0.21 -0.82

Population analysis type Löwdin, resulting atomic charges in e: 1.5085 -0.5452 0.0406 0.0636 0.0796 0.1106 0.1014 0.0679 0.0872 0.0698 0.1138 0.1185 0.0764 0.0877 0.0817 0.0732 0.0895 0.1051 0.1438 0.0703 -0.0269 -0.2854 -0.5030 -0.1130 -0.0122 -0.0540 -0.3695 -0.4753 -0.2919 -0.0802 -0.0171 -0.0225 -0.1185 -0.3152 0.0116 -0.0990 -0.2994 -0.0297 -0.1090 -0.3083 -0.5960 -0.5598 -0.4750 -0.5952 0.0853 0.1435 0.1378 0.0876 0.1559 0.1418 0.0811 0.0881 0.0939 0.0869 0.0812 0.1401 0.0963 0.0885 0.1638 0.1365 0.1464 0.1545 0.1349 0.0810 0.1377 0.1513 0.1333 0.1340 0.0915 0.0879 0.1481 0.0917 0.0855 0.0889 0.1538 0.1597 0.0969 0.1381 0.0890 0.0877

=====

C24H37BeBr2Cl8F2LiN9NaO5 | ωB97M-V with the def2-TZVPD basis set

* HOMO: -0.3532 Eh
* molecular weight: 1051.99 u
* calculated total energy: -299821.781 eV
* charge: +2
* orbital gap: 2.146 eV
* F_max: 9.99 eV/A

Atoms and positions in Å:
Br  -6.091  -2.883  2.692
Br  -2.474  -1.882  -1.297
Cl  0.522  -4.594  2.228
Cl  -1.469  -2.742  3.273
Cl  -2.510  -6.419  2.545
Cl  -1.543  -7.122  6.258
Cl  -1.890  -8.970  1.290
Cl  -1.482  -8.618  4.149
Cl  0.391  -4.058  5.088
Cl  -4.180  -8.742  3.069
Na  2.140  1.858  -7.324
F  -7.290  1.553  0.849
F  -3.453  -0.176  3.045
O  -5.842  1.849  2.887
O  3.149  0.662  -3.717
O  -4.495  -1.761  1.557
O  3.089  0.457  -5.900
O  5.418  -3.976  3.247
N  -3.396  5.164  -0.475
N  -2.435  3.214  -1.740
N  4.421  -6.065  3.260
N  3.272  1.114  -4.865
N  -4.915  0.599  0.952
N  2.718  0.466  0.528
N  1.392  0.660  2.756
N  2.179  -1.563  2.031
N  -4.296  2.964  0.210
C  1.875  0.257  -0.733
C  -4.283  -0.448  1.849
C  -3.859  1.528  0.367
C  4.317  4.621  -4.008
C  -0.073  1.971  -1.701
C  5.688  -6.767  3.241
C  -3.107  1.944  -2.191
C  -2.515  -8.187  2.763
C  4.191  4.411  -6.418
C  3.796  3.078  -6.287
C  -3.377  3.783  -0.664
C  0.404  0.936  -0.493
C  -6.033  1.353  1.637
C  -0.545  -4.220  3.592
C  -3.351  0.816  -1.032
C  3.665  2.520  -5.009
C  4.421  -4.687  3.262
C  -1.133  3.005  -1.020
C  -2.596  6.167  -1.272
C  4.455  5.177  -5.281
C  2.121  -0.225  1.733
C  3.195  -6.835  3.278
C  3.919  3.290  -3.865
C  -2.952  7.670  -0.628
Be  -6.256  -7.549  2.442
Li  5.152  0.194  0.684
H  0.905  2.588  -1.995
H  4.522  5.225  -3.127
H  -2.633  7.730  0.506
H  -4.179  3.384  1.180
H  4.298  4.852  -7.406
H  0.342  0.520  2.658
H  1.518  1.677  2.472
H  -0.351  0.064  -0.291
H  3.406  -4.255  3.277
H  -0.420  1.436  -2.677
H  -1.434  6.064  -1.190
H  2.806  1.513  0.701
H  -1.373  2.763  0.124
H  6.268  -6.479  4.122
H  1.769  -0.910  -0.959
H  3.159  -7.464  2.384
H  3.597  2.494  -7.183
H  -4.262  0.131  -1.389
H  0.446  1.619  0.486
H  -2.928  1.475  1.112
H  -2.440  0.094  -0.909
H  -2.989  6.105  -2.385
H  -4.102  7.932  -0.781
H  -4.185  2.256  -2.593
H  5.530  -7.849  3.242
H  -2.548  1.503  -3.148
H  2.689  -2.004  1.235
H  2.403  0.786  -1.637
H  -1.250  -5.047  3.715
H  4.770  6.213  -5.388
H  3.816  2.872  -2.866
H  6.242  -6.477  2.343
H  2.319  -6.181  3.292
H  3.186  -7.466  4.172
H  -2.302  8.439  -1.223
H  -0.589  4.068  -0.983
H  -4.058  5.540  0.264

Atomic forces in eV per Å
-0.49 -0.73 0.39
0.96 -1.55 -0.22
-0.20 -0.01 -0.08
0.01 -0.21 -0.05
-0.58 -0.84 -0.27
0.08 0.61 0.62
-0.26 0.24 0.24
-0.72 -0.29 -0.91
-0.10 -0.04 -0.29
-0.12 -0.30 0.18
-2.93 -1.37 -0.96
4.76 -0.83 2.70
-2.64 0.05 -3.88
-2.14 -3.34 -9.17
0.34 0.74 -2.58
1.90 8.98 1.69
-0.05 0.44 0.92
-0.16 -0.30 -0.18
0.05 -3.40 0.02
-2.64 0.20 2.75
-0.12 1.72 -0.04
-0.07 -0.94 1.81
-0.74 0.89 2.36
0.52 0.13 0.58
0.26 0.13 -3.07
0.43 5.98 -2.51
3.46 1.47 -0.42
-0.96 0.03 -0.61
-0.58 -6.84 -0.65
2.90 -1.62 -0.80
-0.09 -0.25 -0.34
1.01 -0.19 0.83
0.23 0.23 0.03
-1.80 -1.28 -1.13
1.11 0.17 -0.33
-0.11 -0.21 0.09
0.42 0.54 0.26
-0.16 1.23 0.38
-0.07 0.22 0.01
0.31 2.74 6.05
0.11 0.25 0.49
-1.47 1.60 -0.57
0.23 0.68 0.22
-0.02 -1.13 0.04
1.36 1.24 1.12
-0.55 2.02 -0.28
-0.02 -0.08 0.08
-1.25 -2.94 2.71
0.06 -0.05 0.09
-0.01 0.01 -0.15
0.14 -0.37 -0.59
0.02 0.43 0.04
-0.80 -0.38 0.17
-2.12 -1.15 0.58
-0.05 -0.17 -0.19
-0.76 -0.22 -2.33
-0.79 -0.31 -1.48
0.00 -0.12 0.19
1.72 -0.34 0.34
-0.08 -1.65 0.52
1.06 1.68 -0.56
-0.02 -0.15 0.03
0.33 0.88 2.07
-2.37 -0.35 -0.15
-0.72 -1.78 -0.12
0.89 -0.02 -2.40
0.09 -0.14 -0.16
0.30 2.69 0.57
-0.17 -0.06 0.10
2.49 1.09 0.71
2.25 1.55 0.76
0.05 -1.53 -2.13
-2.02 0.33 -1.34
-1.71 1.53 0.11
1.12 0.14 2.33
2.57 -0.60 0.43
2.40 -0.44 0.73
-0.08 0.26 0.01
-1.11 0.91 2.37
-0.40 0.05 0.59
-0.89 -1.12 1.91
0.52 0.50 0.20
-0.07 -0.25 0.00
-0.02 -0.09 -0.37
0.10 -0.14 0.15
0.28 -0.12 0.05
-0.18 -0.04 -0.12
-1.36 -1.40 1.16
-1.21 -2.24 -0.06
1.13 -0.65 -1.26

Population analysis type Löwdin, resulting atomic charges in e: 0.2855 -0.1796 0.5206 0.5303 0.5755 -0.2427 0.5479 0.4523 0.5193 0.4383 0.7666 0.0238 -0.0095 0.0419 0.0959 -0.3574 0.0453 -0.0271 0.0708 -0.0889 -0.2007 -0.2785 0.0518 -0.1296 0.0580 0.1460 0.1221 -0.1867 -0.2162 -0.2604 -0.0222 -0.1393 -0.0482 -0.1683 -1.9204 -0.0154 -0.0495 -0.1069 -0.1680 -0.1478 -1.5536 -0.2570 -0.1315 -0.3333 -0.1849 -0.1974 -0.0178 -0.4004 -0.0659 0.0220 -0.1013 0.4477 0.8719 0.1066 0.1256 0.0965 0.1571 0.1319 0.0979 0.0691 0.0843 0.1012 0.1176 0.1163 0.1082 0.1278 0.0958 0.1588 0.0927 0.0740 0.1074 0.0973 0.1639 -0.1537 0.1486 0.1046 0.1466 0.0912 0.1404 0.0462 0.0833 -0.1087 0.1310 0.1177 0.0903 0.0184 0.0974 0.0907 0.1209 0.1781

=====

- Which of these has the lowest calculated total energy?
  C24H37BeBr2Cl8F2LiN9NaO5